(1)
Below is a structure of composition C24H38BeBr3Cl7CsFO7 in a non-equilibrium geometry, with properties calculated with ωB97M-V/def2-TZVPD.

Structure (XYZ):
```
82
Properties=species:S:1:pos:R:3:forces:R:3
C 2.915 -0.935 3.197 -0.427 -0.472 -0.832
C 2.122 -1.434 1.972 -0.097 0.525 0.297
C 2.734 -1.055 0.620 -0.123 -0.851 0.527
C 1.724 -1.112 -0.537 0.404 0.546 -0.635
C 2.053 -2.212 -1.562 0.646 0.101 0.866
C 2.203 -3.633 -0.966 -0.508 -0.190 -1.044
C 1.020 -4.602 -1.244 -0.073 0.835 0.354
C -0.349 -3.917 -1.321 0.097 -0.681 0.415
C -0.902 -3.581 0.073 -0.637 -0.071 -1.119
C -2.376 -3.186 -0.082 0.114 -0.012 1.055
C -2.862 -2.386 1.158 -0.193 -0.432 -1.285
C -2.257 -1.035 1.207 0.115 0.622 0.667
C -1.746 -0.373 2.248 0.311 -0.014 0.417
C -1.603 -0.709 3.699 0.102 0.179 0.344
C -1.182 -2.124 3.986 0.705 -0.798 -1.527
O -0.463 -2.762 3.282 -0.523 0.392 0.854
F -1.688 -2.684 5.102 -0.153 0.510 0.113
C -1.292 0.967 1.792 -0.391 0.395 0.116
O -0.615 1.804 2.324 -0.796 -0.523 -0.184
O -1.836 1.170 0.533 0.955 0.026 -0.494
C -2.114 -0.077 0.045 -0.604 -1.408 -1.004
O -2.189 -0.349 -1.126 -0.037 0.945 0.851
H 3.371 0.019 2.937 0.105 0.096 0.335
H 3.678 -1.663 3.467 0.158 0.136 0.141
H 2.214 -0.813 4.019 0.276 0.087 0.219
H 1.123 -0.981 2.022 -0.019 -0.017 -0.037
H 1.963 -2.509 2.064 -0.079 -0.042 -0.191
H 3.212 -0.079 0.722 -0.154 0.144 -0.154
H 3.532 -1.773 0.419 0.162 0.140 -0.095
H 0.691 -1.166 -0.186 0.021 -0.126 0.148
H 1.815 -0.149 -1.054 -0.279 0.012 -0.118
H 3.041 -1.937 -1.946 -0.001 0.029 -0.140
H 1.384 -2.170 -2.420 -0.111 -0.148 0.044
H 3.072 -4.081 -1.440 0.056 -0.279 0.256
H 2.412 -3.646 0.101 0.031 0.371 0.046
H 0.964 -5.287 -0.400 0.058 -0.241 -0.127
H 1.231 -5.228 -2.105 0.010 0.118 -0.164
H -1.048 -4.639 -1.760 -0.083 0.052 -0.060
H -0.371 -3.042 -1.975 0.033 0.099 0.052
H -0.356 -2.778 0.565 0.221 -0.094 0.058
H -0.838 -4.490 0.671 0.136 0.128 0.295
H -2.513 -2.613 -0.994 -0.154 0.005 0.019
H -3.006 -4.074 -0.118 0.051 -0.104 -0.269
H -2.653 -2.987 2.038 0.138 0.224 0.217
H -3.951 -2.313 1.085 -0.034 0.327 0.081
H -2.501 -0.417 4.244 -0.067 -0.162 0.066
H -0.803 -0.070 4.092 0.033 -0.019 0.124
Be 1.471 2.472 3.123 0.235 0.047 0.203
C -1.422 -0.013 -4.451 0.377 0.136 0.500
Cl -2.097 -1.499 -5.165 -0.808 -1.182 2.480
Cl 0.319 -0.168 -4.238 -0.123 -0.062 -0.035
Cl -1.800 1.387 -5.447 -0.012 0.957 0.816
H -1.882 0.132 -3.475 -0.101 -0.021 -0.049
O -2.855 7.691 -4.006 -0.135 -0.048 -0.093
C -1.986 6.927 -3.692 0.208 0.134 0.308
O -2.217 5.603 -3.767 -0.167 -0.013 -0.264
C -1.209 4.612 -3.595 0.936 0.168 0.036
C -0.963 4.318 -2.123 0.230 0.223 -0.059
C -0.669 7.420 -3.136 0.296 -0.055 -0.400
H -0.274 4.905 -4.085 -0.065 0.182 0.025
H -1.577 3.718 -4.119 0.608 1.018 0.141
H -0.604 5.205 -1.597 0.134 -0.072 -0.083
H -0.219 3.527 -2.008 0.014 0.017 0.002
H -1.877 4.011 -1.625 -0.035 0.000 0.040
H -0.788 7.621 -2.072 -0.016 -0.009 -0.004
H -0.409 8.344 -3.647 -0.171 0.101 0.109
H 0.161 6.732 -3.282 -0.043 -0.078 0.160
Cl -3.089 2.649 -3.192 -3.047 -0.175 -0.812
C 2.201 6.100 1.171 0.011 -0.043 0.122
Cl 1.534 6.744 -0.337 -0.004 0.074 0.032
Cl 3.058 4.580 0.913 0.069 0.080 -0.072
H 2.893 6.825 1.582 0.041 0.004 -0.094
H 1.386 5.925 1.865 -0.039 -0.063 -0.070
C 0.959 -2.571 7.043 0.089 -0.059 0.003
Br 2.254 -3.900 6.534 -0.058 0.090 0.025
Br 0.261 -2.888 8.811 0.035 0.025 -0.071
Br 1.669 -0.785 6.867 -0.106 -0.051 0.057
H 0.130 -2.657 6.357 0.049 -0.028 0.082
O 3.200 -6.309 -1.000 0.185 -0.229 0.031
H 2.908 -6.431 -0.087 0.097 -0.085 -0.025
Cs -1.370 -0.385 -7.561 1.114 -0.315 -4.262
Cl -4.113 3.642 -5.223 0.811 -1.026 1.725
```
Positions in Å, forces in eV/Å.

E_tot   -12541.72759 a.u.
HOMO level   -0.199 Ha

=====

(2)
Below is a cluster of 7 separate species, C24H38Cl19IO5S in total in a non-equilibrium geometry, with properties calculated with ωB97M-V/def2-TZVPD.

Structure (XYZ):
```
88
Properties=species:S:1:pos:R:3:forces:R:3
C 7.102 -1.505 1.418 0.625 0.376 -0.173
C 7.340 -0.571 0.221 -0.554 0.078 0.073
C 6.292 -0.641 -0.888 0.345 -0.943 0.288
I 6.521 -2.583 -1.858 -0.006 0.238 -0.060
C 4.847 -0.523 -0.403 -0.010 0.785 -0.084
C 4.623 0.503 0.729 -0.920 0.091 0.192
C 4.263 1.909 0.248 0.371 -0.245 -0.320
C 4.399 2.989 1.343 0.521 0.035 -0.020
C 4.253 2.469 2.748 -1.685 -0.307 1.558
O 3.226 2.291 3.368 2.006 0.342 -1.256
Cl 5.819 2.099 3.566 -0.405 0.127 -0.269
C 2.886 1.919 -0.440 -0.260 0.942 0.405
C 1.709 2.254 0.488 -0.499 -0.803 -0.204
C 0.460 1.381 0.284 -0.089 0.663 0.733
C -0.681 1.912 1.187 0.087 -0.298 -0.611
C -1.511 0.824 1.883 -0.512 0.394 0.039
C -3.020 0.948 1.612 0.008 -0.074 -0.278
C -3.506 0.023 0.493 0.042 -0.022 0.566
C -5.022 -0.069 0.500 0.122 0.017 -0.308
C -5.636 -1.003 -0.560 -0.313 0.600 0.241
O -4.777 -1.345 -1.627 -0.116 -0.196 0.005
C -4.060 -2.553 -1.459 0.304 -0.022 -0.129
O 2.599 0.655 -1.081 0.425 -0.329 0.168
S 3.830 -0.031 -1.803 -0.367 -0.048 -1.014
O 3.316 -1.160 -2.505 -0.104 -0.066 0.415
O 4.509 0.973 -2.579 0.157 0.041 0.289
H 6.067 -1.801 1.539 -0.137 -0.153 -0.018
H 7.738 -2.379 1.326 -0.200 -0.307 0.009
H 7.414 -0.992 2.325 -0.046 -0.022 0.172
H 7.356 0.462 0.572 0.121 0.132 -0.042
H 8.301 -0.775 -0.238 0.202 0.084 0.036
H 6.527 0.077 -1.661 -0.106 0.118 -0.121
H 4.429 -1.470 -0.081 0.096 -0.239 -0.081
H 5.455 0.539 1.418 0.251 -0.144 -0.074
H 3.765 0.148 1.307 0.028 -0.119 0.143
H 4.993 2.165 -0.517 0.052 0.173 -0.038
H 3.702 3.808 1.193 -0.293 -0.040 0.073
H 5.391 3.422 1.261 0.107 -0.018 0.069
H 2.928 2.688 -1.208 -0.033 -0.146 -0.329
H 1.974 2.142 1.535 0.132 0.090 0.044
H 1.389 3.281 0.334 0.248 0.246 0.000
H 0.132 1.423 -0.749 0.068 -0.330 -0.211
H 0.682 0.361 0.577 0.072 -0.226 -0.253
H -0.284 2.622 1.911 0.069 -0.017 0.198
H -1.343 2.491 0.545 -0.096 0.163 0.009
H -1.352 0.869 2.956 0.156 0.040 0.142
H -1.209 -0.175 1.576 0.223 -0.079 -0.068
H -3.599 0.743 2.513 0.003 -0.147 0.127
H -3.270 1.971 1.328 0.003 0.187 0.131
H -3.058 -0.956 0.671 -0.042 -0.174 -0.112
H -3.151 0.377 -0.473 0.076 -0.029 -0.150
H -5.354 -0.397 1.485 -0.028 -0.026 0.141
H -5.411 0.942 0.369 -0.095 0.099 -0.030
H -6.484 -0.491 -1.011 -0.048 -0.041 -0.058
H -6.043 -1.882 -0.063 0.155 -0.302 -0.175
H -4.413 -3.129 -0.605 -0.108 -0.014 0.112
H -2.997 -2.350 -1.327 0.105 0.042 0.089
H -4.172 -3.165 -2.353 -0.067 -0.042 -0.084
C 2.072 -0.161 -5.383 0.110 -0.066 0.057
Cl 0.686 0.460 -4.480 -0.059 0.045 0.038
Cl 2.024 -1.916 -5.478 -0.048 0.021 -0.059
Cl 2.147 0.562 -6.993 -0.026 0.015 0.032
H 2.965 0.120 -4.839 0.010 -0.008 -0.010
C -2.328 2.218 -6.684 -0.014 -0.041 -0.011
Cl -3.674 2.865 -5.740 0.013 0.004 0.018
Cl -2.416 0.463 -6.776 -0.011 -0.030 -0.009
Cl -2.294 2.935 -8.296 0.016 0.006 0.013
H -1.407 2.481 -6.180 0.021 0.002 0.004
C -2.604 -1.763 4.959 0.027 -0.050 -0.058
Cl -0.940 -1.509 4.433 -0.013 -0.112 0.092
Cl -3.612 -2.284 3.606 -0.025 0.010 -0.012
Cl -2.678 -2.925 6.282 -0.004 0.023 -0.010
H -2.989 -0.819 5.319 -0.006 0.018 0.004
C 2.009 1.803 6.300 0.004 -0.028 -0.005
Cl 3.448 2.147 7.262 -0.008 0.000 -0.016
Cl 1.388 0.187 6.645 0.023 0.020 0.014
Cl 0.764 3.024 6.572 -0.009 0.007 -0.009
H 2.293 1.838 5.257 -0.001 0.004 0.059
C -7.988 -4.639 1.064 0.171 0.054 -0.088
Cl -7.296 -6.206 1.480 -0.032 0.034 0.019
Cl -7.262 -3.347 2.022 -0.006 0.005 0.262
Cl -7.766 -4.280 -0.644 -0.082 -0.078 -0.181
H -9.047 -4.666 1.281 -0.020 0.000 -0.006
C -6.180 -1.627 -4.411 0.040 0.049 -0.096
Cl -7.572 -1.037 -3.503 -0.037 -0.026 -0.050
Cl -6.169 -3.392 -4.462 -0.021 -0.047 0.039
Cl -6.176 -0.963 -6.045 0.023 0.026 -0.010
H -5.281 -1.300 -3.902 -0.077 0.008 0.082
```
Positions in Å, forces in eV/Å.

E_tot   -10752.96246 a.u.
SMILES   CC[C@@H](I)[C@H]1C[C@H](CC(=O)Cl)[C@H](CCCCCCCCOC)OS1(=O)=O.ClC(Cl)Cl.ClC(Cl)Cl.ClC(Cl)Cl.ClC(Cl)Cl.ClC(Cl)Cl.ClC(Cl)Cl
HOMO level   -0.356 Ha

=====

(3)
Below is a structure of composition C24H38Cl5N5O2SSi3Y in a non-equilibrium geometry, with properties calculated with ωB97M-V/def2-TZVPD.

Structure (XYZ):
```
79
Properties=species:S:1:pos:R:3:forces:R:3
Y 0.756 -0.452 -0.683 0.644 -1.054 -1.007
C 2.190 2.886 -0.482 -0.027 0.108 -0.017
Si 1.406 2.333 1.146 -0.150 0.101 -0.037
C 0.970 3.810 2.214 -0.089 0.099 0.019
C 2.802 1.501 2.103 0.015 -0.135 0.034
C -0.080 1.268 0.689 -0.058 0.177 0.256
Si -1.009 0.572 2.169 -0.105 0.085 -0.204
C -2.196 -0.803 1.624 -0.077 -0.005 0.014
C -2.048 1.872 3.034 -0.019 0.102 0.116
C 0.118 -0.155 3.477 0.087 -0.035 0.062
Si -1.239 2.221 -0.405 0.038 -0.060 -0.006
C -2.977 1.517 -0.503 -0.098 -0.016 0.067
C -1.434 4.058 -0.119 0.012 0.110 0.000
C -0.698 2.036 -2.241 0.002 -0.034 0.095
C -1.125 2.918 -3.232 0.035 0.040 -0.009
C -0.807 2.683 -4.557 0.028 -0.008 0.007
C -0.055 1.560 -4.876 -0.031 0.070 -0.049
C 0.339 0.721 -3.857 0.021 0.068 0.062
N 0.026 0.942 -2.571 -0.029 0.230 0.045
H 3.074 3.502 -0.288 -0.036 -0.039 -0.025
H 1.505 3.467 -1.108 0.083 -0.039 0.015
H 2.527 2.025 -1.079 0.003 0.059 -0.004
H 1.785 4.541 2.203 -0.028 -0.062 0.022
H 0.839 3.482 3.251 0.024 0.025 -0.063
H 0.055 4.314 1.907 0.106 0.025 0.090
H 3.173 2.220 2.840 -0.001 -0.018 -0.071
H 3.642 1.236 1.458 -0.012 -0.007 0.038
H 2.502 0.609 2.652 0.074 0.061 -0.014
H -3.204 -0.412 1.462 0.070 -0.035 0.024
H -2.259 -1.573 2.400 0.008 0.033 -0.032
H -1.875 -1.308 0.708 -0.021 -0.013 0.036
H -2.682 2.437 2.344 0.026 -0.042 0.080
H -1.409 2.589 3.559 -0.084 -0.041 -0.042
H -2.703 1.404 3.778 0.046 0.044 -0.042
H 0.887 -0.817 3.070 -0.047 0.010 0.047
H -0.483 -0.746 4.176 0.025 0.069 -0.020
H 0.620 0.630 4.052 -0.008 -0.083 -0.033
H -3.514 1.596 0.445 0.000 0.000 -0.089
H -2.962 0.465 -0.797 -0.034 0.022 -0.008
H -3.542 2.077 -1.255 0.035 -0.033 0.020
H -1.785 4.244 0.899 -0.014 0.013 -0.083
H -2.182 4.473 -0.800 0.031 -0.026 0.022
H -0.501 4.609 -0.260 -0.078 0.014 0.010
H -1.700 3.793 -2.953 0.013 -0.051 -0.026
H -1.135 3.365 -5.332 0.004 -0.013 0.006
H 0.219 1.334 -5.898 0.001 0.011 0.023
H 0.921 -0.164 -4.067 0.005 -0.045 0.022
Cl 2.930 -4.734 5.053 -0.010 -0.016 -0.009
C 2.189 -4.077 3.652 -0.066 -0.031 0.019
C 2.875 -3.168 2.857 0.084 0.060 -0.055
Cl 4.479 -2.693 3.247 -0.037 -0.006 -0.005
C 2.247 -2.637 1.742 0.056 0.042 0.029
Cl 3.066 -1.481 0.732 0.093 -0.047 0.076
C 0.936 -2.944 1.360 -0.060 0.026 0.034
O 0.378 -2.368 0.326 0.068 0.139 0.287
C 0.283 -3.894 2.162 -0.019 -0.088 0.069
Cl -1.316 -4.380 1.720 0.090 -0.019 0.179
C 0.889 -4.442 3.289 -0.010 0.011 -0.039
Cl 0.036 -5.578 4.250 -0.012 0.002 -0.007
S -0.258 -2.356 -2.688 0.109 0.092 -0.131
C -1.802 -2.528 -2.011 -0.128 -0.026 0.196
N -2.177 -3.489 -1.176 -0.112 -0.031 0.017
C -3.537 -3.288 -0.664 0.099 0.016 -0.084
C -4.071 -2.183 -1.595 0.100 -0.010 0.005
N -2.837 -1.700 -2.225 -0.130 0.052 -0.101
H -1.481 -4.002 -0.655 0.022 0.012 -0.068
H -3.506 -2.966 0.377 0.029 0.022 -0.017
H -4.117 -4.205 -0.735 -0.018 -0.031 -0.002
H -4.564 -1.384 -1.046 -0.005 0.023 0.004
H -4.760 -2.576 -2.342 0.015 -0.022 -0.046
H -2.830 -1.080 -3.018 0.034 0.023 0.018
N 3.871 -2.429 -2.451 -0.026 -0.016 -0.066
C 3.660 -1.117 -2.638 -0.014 -0.021 -0.046
N 4.502 -0.444 -3.442 0.018 -0.026 0.017
O 2.709 -0.520 -2.091 -0.536 0.160 0.320
H 4.599 -2.930 -2.927 -0.002 -0.003 -0.006
H 3.192 -2.957 -1.928 -0.015 0.027 0.024
H 5.294 -0.876 -3.883 0.008 0.002 0.011
H 4.369 0.546 -3.547 -0.012 0.006 0.027
```
Positions in Å, forces in eV/Å.

E_tot   -4967.69814 a.u.
Total charge   +1
Energy relative to the best compared isomer or geometry (same formula, charge and spin)   0.0 kcal/mol
HOMO level   -0.392 Ha

=====

> E_tot of number 1 (C24H38BeBr3Cl7CsFO7)?

-12541.72759 a.u.

=====

> The highest HOMO level belongs to which entry?

C24H38BeBr3Cl7CsFO7